[1]
The following is a DFT calculation (wB97M-V/def2-TZVPD) of a molecular structure, C34H60AsN3NiO6S2Si6Te.

Properties
Total energy in hartree: -8492.85294
Relative energy (zero: lowest compared OMol25 entry of this formula, charge and spin) in kcal per mole: 68.71
HOMO (spin up / spin down) in eV: -1.69 / -1.81
Expectation value of S²: 2.01
Kohn-Sham gap (spin up / spin down) in eV: 5.453 / 5.571
Multiplicity: 3
Charge: -2

Geometry (Å):
Ni -0.592 1.408 0.146
O -0.887 1.524 -2.214
As -2.162 2.629 -2.941
O -3.382 3.162 -1.765
O -1.106 3.470 -0.402
C -3.321 1.180 -3.504
C -3.728 1.287 -4.835
C -4.632 0.395 -5.392
C -5.148 -0.616 -4.595
C -4.752 -0.724 -3.273
C -3.834 0.161 -2.713
S -3.396 -0.284 -1.009
O -2.595 -1.480 -1.215
O -4.691 -0.512 -0.404
O -2.665 0.805 -0.360
H -0.030 1.885 -2.474
H -3.331 2.092 -5.446
H -4.932 0.494 -6.428
H -5.860 -1.325 -5.002
H -5.154 -1.507 -2.644
N 2.271 4.562 -1.005
C 3.530 4.446 -0.402
C 4.375 5.536 -0.269
C 5.624 5.371 0.319
C 6.006 4.129 0.804
C 5.141 3.047 0.695
C 3.916 3.193 0.064
S 2.866 1.810 -0.221
N 1.328 2.571 -0.165
C 1.206 3.779 -0.574
C -0.163 4.359 -0.681
C -0.389 5.593 -1.194
C -1.644 6.123 -1.691
C -2.848 5.531 -1.640
C -3.183 4.276 -0.860
N -2.384 4.017 0.250
H 2.023 5.488 -1.306
H 4.059 6.509 -0.628
H 6.288 6.221 0.409
H 6.971 4.001 1.279
H 5.419 2.078 1.091
H 0.448 6.269 -1.318
H -1.563 7.090 -2.180
H -3.682 6.071 -2.083
H -4.177 4.445 -0.417
C -1.976 -1.214 2.165
Si -1.036 0.100 3.150
C -2.077 0.182 4.756
C 0.659 -0.557 3.713
C -0.873 1.708 2.252
Si 0.031 3.021 3.191
C -0.142 2.909 5.092
C -0.520 4.796 2.828
C 1.934 3.057 3.044
H -1.389 -2.122 2.035
H -2.227 -0.861 1.173
H -2.906 -1.481 2.674
H -2.394 -0.838 5.000
H -2.981 0.779 4.610
H -1.546 0.583 5.619
H 1.045 -1.319 3.034
H 0.607 -0.976 4.723
H 1.394 0.249 3.722
H -1.891 2.095 2.077
H -1.183 2.979 5.414
H 0.412 3.740 5.537
H 0.270 1.979 5.491
H -0.426 5.396 3.739
H -1.546 4.828 2.465
H 0.087 5.271 2.053
H 2.333 3.566 3.927
H 2.276 3.613 2.172
H 2.381 2.063 2.995
C 3.456 -5.513 -0.815
Si 2.943 -3.681 -0.656
C 3.832 -3.056 0.889
C 3.678 -2.809 -2.163
Si 0.631 -3.206 -0.491
Te 0.846 -0.777 -0.212
Si -0.230 -4.640 1.163
C -2.120 -4.725 1.088
C 0.287 -4.290 2.947
C 0.415 -6.393 0.830
Si -0.307 -3.879 -2.565
C -0.017 -2.486 -3.792
C -2.119 -4.387 -2.571
C 0.606 -5.408 -3.242
H 4.344 -5.574 -1.453
H 2.691 -6.156 -1.245
H 3.720 -5.926 0.161
H 4.912 -3.202 0.784
H 3.500 -3.597 1.778
H 3.624 -1.997 1.047
H 4.768 -2.774 -2.069
H 3.298 -1.791 -2.248
H 3.434 -3.348 -3.081
H -2.560 -3.858 0.596
H -2.526 -4.770 2.102
H -2.443 -5.620 0.551
H -0.185 -3.395 3.349
H 1.366 -4.166 3.054
H -0.023 -5.146 3.555
H 0.220 -6.732 -0.188
H -0.095 -7.076 1.519
H 1.488 -6.472 1.006
H -0.530 -1.587 -3.444
H -0.402 -2.759 -4.780
H 1.045 -2.252 -3.881
H -2.744 -3.653 -2.069
H -2.250 -5.363 -2.098
H -2.446 -4.471 -3.613
H 1.689 -5.290 -3.255
H 0.277 -5.569 -4.274
H 0.368 -6.310 -2.675

[2]
The following is a DFT calculation (wB97M-V/def2-TZVPD) of 2 unconnected molecules or ions with the total composition C8H12NP.

Properties
Total energy in hartree: -707.90202
Relative energy (zero: lowest compared OMol25 entry of this formula, charge and spin) in kcal per mole: 117.28
HOMO (spin up / spin down) in eV: -8.42 / -8.19
Kohn-Sham gap (spin up / spin down) in eV: 8.663 / 8.403
Charge: 0

Geometry (Å):
C -1.113 -0.641 -1.916
C 0.007 0.033 -2.161
C -0.981 -1.542 -0.812
C -0.471 2.647 1.106
C -0.866 1.534 0.557
C 1.126 -0.184 -1.165
C 0.408 -1.147 -0.156
C 0.297 -0.620 1.240
N -1.813 -2.494 -0.578
P 1.711 0.354 1.934
H -2.032 -0.528 -2.407
H 0.071 0.676 -3.035
H -0.792 3.501 0.419
H 0.310 2.777 1.856
H -1.609 1.346 -0.314
H 2.043 -0.506 -1.670
H 1.491 0.833 -0.622
H 0.909 -2.064 -0.058
H -0.492 -1.091 1.840
H -1.565 -2.955 0.374
H 2.384 -0.859 2.535
H 0.976 0.932 3.033

[3]
The following is a DFT calculation (wB97M-V/def2-TZVPD) of a molecular structure, C37H29N8O6Ti.

Properties
Total energy in hartree: -3166.43307
Relative energy (zero: lowest compared OMol25 entry of this formula, charge and spin) in kcal per mole: 62.97
HOMO in eV: -1.86
Kohn-Sham gap in eV: 4.144
Charge: -1

Geometry (Å):
Ti -0.654 1.149 0.160
O -2.115 2.274 0.546
C -3.247 1.753 0.958
C -4.467 2.239 0.454
C -5.668 1.766 0.929
C -5.706 0.792 1.937
C -4.523 0.320 2.459
C -3.283 0.772 1.993
C -2.057 0.431 2.691
N -0.943 0.776 2.183
N 0.203 0.871 2.943
C 1.009 1.659 2.280
O 0.755 2.067 1.067
C 2.117 2.281 3.041
C 2.686 1.660 4.146
C 3.679 2.301 4.870
C 4.104 3.573 4.507
C 3.534 4.198 3.406
C 2.551 3.550 2.670
H -4.423 2.995 -0.319
H -6.593 2.156 0.519
H -6.654 0.424 2.309
H -4.539 -0.412 3.263
H -2.092 -0.007 3.687
H 2.344 0.671 4.426
H 4.124 1.806 5.726
H 4.875 4.074 5.080
H 3.853 5.193 3.120
H 2.100 4.012 1.801
C 1.796 -1.356 -2.163
N 0.926 -1.874 -1.159
C 1.395 -2.588 0.002
C 2.606 -2.026 0.687
N 3.040 -0.807 0.685
C 4.197 -0.819 1.453
C 5.065 0.222 1.771
C 6.155 -0.066 2.573
C 6.387 -1.363 3.056
C 5.539 -2.412 2.741
C 4.451 -2.113 1.926
N 3.421 -2.873 1.410
C 1.745 0.155 -2.258
N 1.121 1.011 -1.502
C 1.352 2.265 -2.088
C 0.889 3.533 -1.734
C 1.263 4.603 -2.524
C 2.066 4.435 -3.659
C 2.516 3.184 -4.037
C 2.146 2.117 -3.227
N 2.375 0.760 -3.314
H 1.520 -1.710 -3.162
H 2.821 -1.690 -1.982
H 0.002 -2.151 -1.449
H 1.658 -3.638 -0.215
H 0.561 -2.598 0.708
H 4.872 1.225 1.405
H 6.841 0.728 2.850
H 7.245 -1.550 3.692
H 5.718 -3.415 3.112
H 3.275 -3.854 1.552
H 0.241 3.669 -0.883
H 0.913 5.598 -2.273
H 2.329 5.297 -4.262
H 3.116 3.045 -4.929
H 2.872 0.281 -4.040
O -1.087 -0.626 0.162
C -2.052 -1.252 -0.501
C -2.580 -0.809 -1.739
C -3.493 -1.593 -2.461
C -3.864 -1.255 -3.761
C -3.348 -0.122 -4.383
C -2.510 0.708 -3.666
C -2.146 0.445 -2.334
O -1.404 1.289 -1.677
N -4.772 -2.110 -4.490
O -5.265 -3.069 -3.923
O -5.024 -1.851 -5.657
H -2.390 -2.204 -0.095
H -3.887 -2.500 -2.021
H -3.621 0.087 -5.407
H -2.117 1.612 -4.117

[4]
The following is a DFT calculation (wB97M-V/def2-TZVPD) of 9 unconnected molecules or ions with the total composition C30H84N6O12.

Properties
Total energy in hartree: -2424.60756
SMILES: COC[C@H](C)N.COC[C@H](C)N.COC[C@H](C)N.COC[C@H](C)N.COC[C@H](C)N.COC[C@H](C)N.OCCO.OCCO.OCCO
Relative energy (zero: lowest compared OMol25 entry of this formula, charge and spin) in kcal per mole: 203.47
HOMO in eV: -8.96
Kohn-Sham gap in eV: 9.465
Charge: 0

Geometry (Å):
C 16.120 17.609 -12.693
O 16.238 16.576 -11.688
C 17.336 16.717 -10.824
C 17.430 15.530 -9.814
C 18.370 15.933 -8.774
N 18.050 14.352 -10.379
H 17.100 18.016 -12.944
H 15.486 18.347 -12.198
H 15.614 17.249 -13.588
H 18.298 16.830 -11.329
H 17.125 17.662 -10.316
H 16.463 15.222 -9.415
H 18.424 15.107 -8.064
H 18.032 16.761 -8.150
H 19.359 16.197 -9.149
H 17.391 14.057 -11.089
H 18.931 14.484 -10.855
C 21.115 16.121 -6.277
O 21.681 15.753 -5.042
C 22.272 14.508 -5.076
C 23.224 14.361 -3.846
C 24.489 15.237 -4.008
N 23.631 12.988 -3.650
H 20.483 16.989 -6.092
H 20.505 15.323 -6.700
H 21.978 16.408 -6.880
H 21.489 13.750 -5.004
H 22.864 14.371 -5.984
H 22.740 14.706 -2.932
H 24.153 16.198 -4.397
H 25.173 14.768 -4.716
H 25.011 15.248 -3.051
H 24.590 13.051 -3.331
H 23.818 12.563 -4.550
C 13.637 13.789 -1.752
O 13.342 15.083 -2.373
C 12.011 15.535 -2.127
C 11.908 17.067 -2.445
C 12.164 17.973 -1.249
N 10.552 17.348 -2.957
H 14.675 13.467 -1.819
H 12.993 13.007 -2.157
H 13.481 13.868 -0.674
H 11.358 14.966 -2.790
H 11.759 15.353 -1.082
H 12.626 17.365 -3.213
H 12.288 19.018 -1.538
H 13.031 17.729 -0.637
H 11.267 17.939 -0.629
H 10.503 16.831 -3.825
H 10.596 18.296 -3.311
C 16.328 20.513 -8.303
O 15.133 20.778 -7.581
C 15.176 20.383 -6.215
C 13.863 20.660 -5.527
C 13.966 20.457 -3.973
N 12.824 19.649 -5.869
H 16.419 19.428 -8.370
H 17.152 20.895 -7.696
H 16.366 21.051 -9.249
H 15.584 19.373 -6.154
H 15.887 21.056 -5.729
H 13.521 21.675 -5.732
H 14.266 19.424 -3.790
H 13.027 20.620 -3.445
H 14.684 21.126 -3.497
H 12.559 19.690 -6.846
H 11.990 20.075 -5.482
C 12.900 14.707 -10.345
O 11.890 14.464 -9.363
C 12.331 15.027 -8.151
C 11.209 14.982 -7.083
C 11.591 15.566 -5.746
N 10.654 13.662 -6.883
H 13.929 14.605 -10.000
H 12.617 15.683 -10.745
H 12.804 14.158 -11.283
H 13.158 14.407 -7.796
H 12.640 16.072 -8.219
H 10.367 15.508 -7.538
H 12.495 15.036 -5.443
H 10.850 15.546 -4.949
H 11.900 16.602 -5.896
H 11.464 13.153 -6.545
H 10.555 13.322 -7.832
C 13.941 12.434 -5.301
O 13.099 12.088 -6.389
C 13.651 11.366 -7.442
C 12.559 11.001 -8.482
C 11.421 10.154 -7.931
N 13.119 10.261 -9.607
H 13.463 13.100 -4.584
H 14.881 12.887 -5.620
H 14.246 11.503 -4.818
H 14.418 11.980 -7.919
H 14.114 10.454 -7.058
H 12.095 11.945 -8.771
H 10.634 10.006 -8.670
H 10.970 10.680 -7.089
H 11.707 9.162 -7.578
H 13.984 10.712 -9.875
H 13.328 9.320 -9.303
O 17.246 17.206 -0.496
C 15.910 16.904 -0.655
C 15.269 16.417 0.689
O 15.237 17.464 1.700
H 17.307 18.042 -0.029
H 15.388 17.844 -0.848
H 15.727 16.216 -1.480
H 15.903 15.617 1.076
H 14.316 15.917 0.507
H 15.193 17.041 2.561
O 16.972 13.307 -2.751
C 18.353 13.519 -2.992
C 18.871 14.798 -2.406
O 18.139 15.891 -2.926
H 16.498 14.105 -3.008
H 18.910 12.595 -2.842
H 18.526 13.725 -4.053
H 19.924 14.977 -2.626
H 18.769 14.725 -1.322
H 17.831 16.367 -2.149
O 17.653 16.686 -5.457
C 16.400 16.359 -6.114
C 15.260 16.466 -5.058
O 15.292 15.343 -4.157
H 17.550 16.249 -4.604
H 16.190 17.057 -6.926
H 16.439 15.375 -6.583
H 14.276 16.414 -5.528
H 15.329 17.424 -4.539
H 14.516 15.389 -3.583

[5]
The following is a DFT calculation (wB97M-V/def2-TZVPD) of a single C4H11NO2 molecule.

Properties
Total energy in hartree: -364.19339
SMILES: C[C@H](O)[C@@H](N)CO
Relative energy (zero: lowest compared OMol25 entry of this formula, charge and spin) in kcal per mole: 46.93
HOMO in eV: -9.01
Kohn-Sham gap in eV: 9.770
Charge: 0

Geometry (Å):
C -0.304 2.120 -0.586
C -0.921 0.704 -0.186
O -1.384 0.747 1.200
C 0.257 -0.472 -0.289
N 1.488 -0.297 0.416
C -0.285 -1.735 0.290
O -0.013 -2.817 -0.627
H 0.385 2.014 -1.528
H 0.397 2.379 0.221
H -1.010 2.875 -0.765
H -1.744 0.437 -0.777
H -0.632 1.115 1.712
H 0.486 -0.598 -1.380
H 1.344 -0.056 1.428
H 2.200 0.290 -0.107
H 0.177 -1.927 1.282
H -1.393 -1.811 0.443
H 0.953 -2.968 -0.746

[6]
The following is a DFT calculation (wB97M-V/def2-TZVPD) of a single C5H10N2 molecule.

Properties
Total energy in hartree: -305.95809
SMILES: C=NC(=C)CCN
Relative energy (zero: lowest compared OMol25 entry of this formula, charge and spin) in kcal per mole: 41.27
HOMO in eV: -8.72
Kohn-Sham gap in eV: 9.729
Charge: 0

Geometry (Å):
C -1.093 0.219 -2.278
N -0.520 1.012 -1.486
C -0.395 0.676 -0.107
C -1.463 0.424 0.639
C 1.037 0.607 0.341
C 1.520 -0.777 0.810
N 0.645 -1.535 1.666
H -1.521 -0.736 -1.970
H -1.154 0.484 -3.331
H -1.360 0.284 1.702
H -2.433 0.164 0.234
H 1.273 1.428 1.028
H 1.640 0.921 -0.515
H 2.450 -0.542 1.284
H 1.808 -1.342 -0.080
H 1.015 -1.744 2.571
H 0.179 -2.263 1.156

no.,molar mass (g/mol)
1,1100.73
2,153.17
3,729.56
4,721.03
5,105.14
6,98.15